The following is a DFT calculation (ωB97M-V/def2-TZVPD) of a structure of composition C31H23FOPS3SbSe4Tc.

## Properties
HOMO-LUMO gap: 5.8 eV
total charge: +1

```
66
Properties=species:S:1:pos:R:3:forces:R:3
Tc 0.02948 1.47559 -1.00880 -0.1 -0.1 0.0
C 4.51322 -1.40324 4.76607 0.0 0.0 0.0
C 4.54875 -2.30130 3.70749 0.0 0.0 0.0
C 3.81680 -2.05148 2.55989 0.0 0.0 -0.1
C 3.04195 -0.89797 2.46137 0.0 0.1 0.1
C 3.01796 0.00433 3.52350 0.0 -0.1 0.0
C 3.74731 -0.25041 4.67593 0.0 0.0 0.0
P 2.04864 -0.49376 0.99748 0.0 0.0 -0.2
C 3.00300 -1.22350 -0.37955 0.0 -0.1 0.0
C 3.87688 -0.38106 -1.06438 0.0 0.0 0.1
C 4.63101 -0.86092 -2.12214 0.0 0.0 -0.1
C 4.51076 -2.18547 -2.51623 0.0 0.0 0.0
C 3.64460 -3.03472 -1.84175 0.0 0.0 0.0
C 2.89582 -2.55925 -0.77554 0.0 0.1 0.0
C 0.64056 -1.65201 1.12830 -0.1 0.1 0.1
C 0.35716 -2.35937 2.29244 0.1 0.0 0.0
C -0.81309 -3.09487 2.41733 -0.1 0.0 0.0
C -1.74024 -3.11830 1.38886 0.0 0.0 0.1
C -1.49426 -2.39683 0.23121 0.1 -0.1 -0.1
C -0.31021 -1.68361 0.10480 -0.1 0.1 0.0
H 5.09101 -1.60006 5.65916 0.0 0.0 0.0
H 5.15270 -3.19623 3.77691 0.0 0.0 0.0
H 3.85516 -2.75093 1.73432 0.0 0.0 0.0
H 2.42558 0.90886 3.44452 0.0 0.0 0.0
H 3.72403 0.45373 5.49687 0.0 0.0 0.0
H 3.96214 0.65806 -0.77114 0.0 0.0 0.0
H 5.30905 -0.19938 -2.64469 0.0 0.0 0.0
H 5.09396 -2.55687 -3.34790 0.0 0.0 0.0
H 3.55606 -4.07022 -2.14288 0.0 0.0 0.0
H 2.22607 -3.23049 -0.24945 0.0 0.0 0.0
H 1.06431 -2.34296 3.11055 0.0 0.0 0.0
H -0.99966 -3.64648 3.32876 0.0 0.0 0.0
H -2.65628 -3.68429 1.48625 0.0 0.0 0.0
H -2.22866 -2.38989 -0.56565 0.0 0.0 0.0
Se -3.84198 0.40939 -2.41200 -0.1 0.0 0.1
Sb -2.42607 -1.09638 -3.47607 -0.1 0.0 -0.1
Se -0.05113 -0.78124 -1.58586 0.1 -0.2 0.1
Se -0.61098 2.14960 -3.11731 0.1 0.1 0.0
Se -0.67719 0.41794 -4.67658 0.1 0.0 0.0
F 1.78899 1.89065 -1.04450 0.0 0.1 -0.1
O -1.48442 1.68888 -0.13327 0.3 -0.3 0.1
C -2.28630 2.39624 0.92502 0.0 0.1 -0.1
C -3.37824 3.07623 0.16512 -0.1 0.1 0.0
C -3.20026 4.12812 -0.69689 0.1 -0.1 0.1
C -4.39567 4.52200 -1.33024 -0.1 0.0 0.0
C -5.45975 3.76944 -0.92628 0.0 0.0 0.0
S -5.02398 2.58096 0.21044 0.1 0.1 0.0
C -2.73001 1.33622 1.88369 0.0 -0.1 0.0
C -3.43853 0.20131 1.60023 0.1 0.1 -0.1
C -3.69768 -0.57086 2.75541 0.0 -0.1 0.1
C -3.17062 -0.01502 3.88196 0.0 0.0 0.0
S -2.35352 1.44385 3.55886 0.0 0.0 -0.1
C -1.34231 3.39073 1.54864 -0.2 0.2 0.0
C -1.63487 4.52858 2.23646 0.0 -0.1 -0.1
C -0.46498 5.21103 2.67180 0.1 0.0 0.0
C 0.68544 4.59458 2.29027 -0.1 0.1 0.0
S 0.34391 3.14255 1.45037 0.2 0.0 0.1
H -2.24209 4.60391 -0.85798 0.0 0.0 0.0
H -4.47089 5.33100 -2.03984 0.0 0.0 0.0
H -6.48819 3.86722 -1.23230 0.0 0.0 0.0
H -3.75086 -0.06916 0.60105 0.0 0.0 0.0
H -4.25574 -1.49431 2.75293 0.0 0.0 0.0
H -3.23439 -0.38472 4.89192 0.0 0.0 0.0
H -2.64278 4.87404 2.41078 0.0 0.0 0.0
H -0.48103 6.13213 3.23374 0.0 0.0 0.0
H 1.70437 4.89043 2.47302 0.0 0.0 0.0
```
Forces are in eV/Å.

Atom-resolved charges from natural (NBO), all expressed in e: number 1, Tc, carries 0.91; number 2, C, carries -0.19; number 3, C, carries -0.19; number 4, C, carries -0.20; number 5, C, carries -0.37; number 6, C, carries -0.14; number 7, C, carries -0.23; number 8, P, carries 0.83; number 9, C, carries -0.37; number 10, C, carries -0.13; number 11, C, carries -0.22; number 12, C, carries -0.19; number 13, C, carries -0.20; number 14, C, carries -0.23; number 15, C, carries -0.36; number 16, C, carries -0.14; number 17, C, carries -0.19; number 18, C, carries -0.20; number 19, C, carries -0.21; number 20, C, carries -0.24; number 21, H, carries 0.22; number 22, H, carries 0.22; number 23, H, carries 0.22; number 24, H, carries 0.21; number 25, H, carries 0.22; number 26, H, carries 0.22; number 27, H, carries 0.22; number 28, H, carries 0.22; number 29, H, carries 0.22; number 30, H, carries 0.22; number 31, H, carries 0.23; number 32, H, carries 0.23; number 33, H, carries 0.23; number 34, H, carries 0.22; number 35, Se, carries -0.56; number 36, Sb, carries 0.81; number 37, Se, carries 0.35; number 38, Se, carries 0.25; number 39, Se, carries -0.28; number 40, F, carries -0.43; number 41, O, carries -0.52; number 42, C, carries 0.17; number 43, C, carries -0.26; number 44, C, carries -0.21; number 45, C, carries -0.25; number 46, C, carries -0.39; number 47, S, carries 0.53; number 48, C, carries -0.27; number 49, C, carries -0.22; number 50, C, carries -0.24; number 51, C, carries -0.40; number 52, S, carries 0.51; number 53, C, carries -0.25; number 54, C, carries -0.21; number 55, C, carries -0.23; number 56, C, carries -0.39; number 57, S, carries 0.44; number 58, H, carries 0.23; number 59, H, carries 0.24; number 60, H, carries 0.25; number 61, H, carries 0.25; number 62, H, carries 0.23; number 63, H, carries 0.25; number 64, H, carries 0.25; number 65, H, carries 0.24; number 66, H, carries 0.26

---

The following is a DFT calculation (ωB97M-V/def2-TZVPD) of a structure of composition C31H23N7O2S2Tb in a non-equilibrium geometry.

## Properties
<S²>: 12.66
2S+1: 7
HOMO-LUMO gap (alpha / beta): 6.8 / 6.8 eV
total charge: +1

```
66
Properties=species:S:1:pos:R:3:forces:R:3
Tb 0.52218 0.53682 0.08212 1.5 -0.1 2.4
C -3.34076 2.19711 1.63223 0.0 -0.1 0.1
C -1.95070 2.12965 1.50083 0.2 -0.1 0.2
N -1.26442 0.99752 1.57950 -0.5 0.4 0.2
C -1.91814 -0.17096 1.82663 -0.4 -0.4 0.3
C -3.32261 -0.16830 2.07510 0.4 0.1 -0.1
C -4.02242 1.04682 1.92623 0.4 0.0 0.0
C -3.96922 -1.34968 2.46865 0.1 -0.5 0.1
C -3.22146 -2.48527 2.64018 -0.6 0.5 0.0
C -1.85665 -2.51791 2.36084 0.7 0.2 -0.3
C -1.14993 -1.40995 1.88006 -0.4 -0.1 0.2
N 0.15468 -1.29518 1.46966 0.1 0.3 0.0
C 1.10797 -2.27584 1.33148 0.3 -0.6 0.1
C 1.01020 -3.64718 1.58383 -0.5 0.7 0.0
C 2.06721 -4.53385 1.39248 0.7 -0.1 -0.2
C 3.28966 -4.11517 0.94167 -0.4 -0.3 0.2
C 3.48089 -2.74937 0.67737 -0.3 0.3 0.0
C 4.72627 -2.25643 0.23819 -0.2 0.2 0.0
C 4.89345 -0.91343 0.03538 0.0 -0.2 0.0
C 3.79903 -0.07226 0.24998 -0.1 0.1 0.2
N 2.60135 -0.49748 0.62413 0.8 -0.1 -0.1
C 2.41027 -1.82286 0.86140 0.2 -0.7 0.2
H -3.85055 3.13945 1.51530 0.0 0.1 0.0
H -1.37143 3.03866 1.34742 0.0 -0.1 -0.1
H -5.09328 1.04800 2.06448 -0.1 0.0 0.0
H -5.03095 -1.33987 2.64570 -0.2 0.0 0.1
H -3.69586 -3.39138 2.98570 0.0 -0.1 0.0
H -1.36896 -3.45727 2.52936 0.1 0.0 0.0
H 0.09499 -4.08560 1.93197 0.0 0.1 0.0
H 1.90780 -5.57776 1.62014 0.0 -0.1 0.0
H 4.10570 -4.80339 0.79612 0.1 -0.1 0.0
H 5.53697 -2.95373 0.08254 0.1 0.0 0.0
H 5.83749 -0.50188 -0.28682 0.0 0.1 0.0
H 3.92464 0.99959 0.13045 -0.1 -0.1 -0.1
N 1.84749 0.31053 -3.40772 -0.2 -0.3 -0.1
C 2.21280 1.44434 -2.79189 0.4 0.3 -0.3
N 1.95342 1.69983 -1.53660 0.1 0.1 0.0
C 2.49059 2.90991 -1.13389 0.5 0.3 -0.9
C 3.17662 3.56924 -2.10753 -0.3 -0.3 0.3
S 3.15770 2.68230 -3.58823 -0.3 -0.3 0.4
C 2.31452 3.31573 0.25404 0.4 0.9 0.5
C 2.82095 4.42783 0.85247 -0.3 -0.5 -0.2
S 2.41968 4.46585 2.53126 -0.2 -0.4 -0.2
C 1.58211 2.94811 2.32605 0.2 0.4 0.3
N 1.59928 2.48534 1.10244 0.0 0.1 -0.1
N 0.99533 2.31941 3.35466 -0.1 -0.2 0.0
H 1.16060 -0.27925 -2.94005 0.2 0.1 -0.2
H 1.96751 0.21306 -4.40133 0.0 0.0 0.1
H 3.68583 4.50803 -2.05874 0.1 0.3 0.1
H 3.39738 5.21848 0.42094 0.2 0.2 -0.2
H 0.99543 2.71722 4.27672 0.0 -0.1 0.0
H 0.50010 1.45322 3.18200 0.0 0.2 0.1
O -0.25124 -0.63266 -1.58653 -0.2 -1.0 -0.8
C -1.14892 0.25763 -1.73811 -1.1 0.2 -1.4
O -0.97676 1.40669 -1.25014 -1.1 0.7 -0.9
C -2.37910 -0.05073 -2.50019 -0.2 -0.1 0.0
C -3.17970 0.98803 -2.97187 0.2 -0.1 0.2
C -4.32757 0.70094 -3.68556 0.0 0.1 0.0
C -4.69394 -0.61725 -3.91050 0.0 -0.1 0.0
C -3.90471 -1.65375 -3.43168 0.0 0.0 0.0
C -2.74345 -1.37425 -2.73323 0.1 0.1 0.0
H -2.87700 2.00581 -2.77554 0.0 0.1 0.0
H -4.93840 1.50628 -4.06546 -0.1 0.0 0.0
H -5.59336 -0.83961 -4.46734 0.0 0.0 0.0
H -4.19238 -2.68048 -3.60274 0.0 -0.1 0.0
H -2.11421 -2.16745 -2.35599 0.0 -0.1 0.0
```
Forces are in eV/Å.

Atom-resolved charges from Mulliken, all expressed in e: number 1, Tb, carries -0.13; number 2, C, carries -1.11; number 3, C, carries -0.10; number 4, N, carries 0.35; number 5, C, carries 0.07; number 6, C, carries 0.97; number 7, C, carries -0.77; number 8, C, carries -0.99; number 9, C, carries -1.15; number 10, C, carries -1.03; number 11, C, carries 1.46; number 12, N, carries 0.22; number 13, C, carries 1.05; number 14, C, carries -0.82; number 15, C, carries -1.30; number 16, C, carries -0.92; number 17, C, carries 1.35; number 18, C, carries -0.56; number 19, C, carries -1.19; number 20, C, carries 0.15; number 21, N, carries -0.10; number 22, C, carries 0.24; number 23, H, carries 0.46; number 24, H, carries 0.35; number 25, H, carries 0.46; number 26, H, carries 0.44; number 27, H, carries 0.42; number 28, H, carries 0.36; number 29, H, carries 0.18; number 30, H, carries 0.41; number 31, H, carries 0.42; number 32, H, carries 0.45; number 33, H, carries 0.45; number 34, H, carries 0.39; number 35, N, carries -0.33; number 36, C, carries 0.24; number 37, N, carries 0.54; number 38, C, carries -0.30; number 39, C, carries -0.58; number 40, S, carries -0.21; number 41, C, carries -0.34; number 42, C, carries -0.50; number 43, S, carries -0.21; number 44, C, carries 0.34; number 45, N, carries 0.67; number 46, N, carries -0.30; number 47, H, carries 0.24; number 48, H, carries 0.23; number 49, H, carries 0.46; number 50, H, carries 0.46; number 51, H, carries 0.22; number 52, H, carries 0.10; number 53, O, carries -0.85; number 54, C, carries 1.19; number 55, O, carries -0.69; number 56, C, carries 0.39; number 57, C, carries -0.30; number 58, C, carries -0.72; number 59, C, carries -0.37; number 60, C, carries -0.79; number 61, C, carries -0.33; number 62, H, carries 0.51; number 63, H, carries 0.43; number 64, H, carries 0.41; number 65, H, carries 0.42; number 66, H, carries 0.48